# 1
C23H22N4O4 | ωB97M-V/def2-TZVPD

Orbital gap, hartree: 0.2954
E_HOMO, eV: -7.6025
Calculated total energy, eV: -38356.512
ΔE to the lowest compared entry with this formula, charge and spin, kcal per mole: 103.3
Strongest force on any atom, eV/A: 1.5
SMILES string: COc1ccc(C)cc1-n1c(N)c(C#N)c(C#N)c1-c1ccc(OC)c(OC)c1OC

Last column: Mulliken charge in e.
CARTESIAN COORDINATES (ANGSTROEM)
O (1.714, 1.667, -1.153)  -0.465
O (4.286, -1.719, 1.254)  -0.541
O (4.305, 0.514, -0.479)  -0.556
O (-3.426, -1.192, 1.363)  -0.318
N (-1.719, 0.256, -0.168)  0.501
N (-3.544, 4.589, -0.277)  -0.593
N (-4.018, 0.810, -0.574)  -0.403
N (0.873, 4.105, 0.696)  -0.681
C (1.946, -1.498, 1.514)  -0.699
C (0.717, 0.215, 0.364)  0.298
C (-1.992, -3.865, -0.735)  -1.125
C (0.116, 3.279, 0.444)  -0.347
C (-4.332, -1.888, 2.182)  -1.051
C (-1.096, -3.135, -1.500)  0.528
C (-0.218, -3.789, -2.522)  -1.502
C (3.118, 0.059, 0.073)  0.178
C (5.219, 1.056, 0.461)  -0.875
C (-0.535, 0.913, 0.101)  -0.507
C (4.970, -2.326, 0.172)  -0.693
C (-1.033, -1.762, -1.304)  0.051
C (-1.831, -1.137, -0.360)  -0.165
C (1.902, 0.679, -0.244)  0.488
C (3.123, -1.054, 0.930)  0.599
C (-2.721, -1.886, 0.429)  0.525
C (-2.725, 1.165, -0.308)  1.220
C (-2.920, 3.628, -0.187)  -0.339
C (2.772, 2.501, -1.577)  -0.972
C (-2.796, -3.256, 0.215)  -0.767
C (-2.203, 2.436, -0.109)  -0.898
C (-0.802, 2.266, 0.152)  1.712
C (0.756, -0.857, 1.244)  -0.407
H (2.299, 3.248, -2.213)  0.310
H (4.801, 1.951, 0.935)  0.341
H (1.989, -2.342, 2.183)  0.477
H (3.523, 1.949, -2.145)  0.299
H (-3.469, -3.863, 0.799)  0.472
H (0.816, -3.476, -2.387)  0.302
H (-0.524, -3.498, -3.526)  0.330
H (-5.123, -2.364, 1.593)  0.387
H (5.879, -2.749, 0.595)  0.272
H (4.362, -3.128, -0.263)  0.300
H (3.240, 3.006, -0.730)  0.344
H (-4.165, -0.078, -1.026)  0.202
H (5.226, -1.609, -0.611)  0.262
H (-2.066, -4.933, -0.871)  0.375
H (-4.613, 1.562, -0.883)  0.299
H (-4.773, -1.135, 2.832)  0.271
H (-0.271, -4.871, -2.445)  0.373
H (-0.153, -1.183, 1.725)  0.592
H (-0.349, -1.161, -1.884)  0.595
H (5.483, 0.334, 1.236)  0.352
H (6.105, 1.327, -0.109)  0.280
H (-3.826, -2.643, 2.791)  0.367


# 2
C3H5NO2 | ωB97M-V/def2-TZVPD

Orbital gap, hartree: 0.3330
E_HOMO, eV: -9.3011
Calculated total energy, eV: -8772.965
ΔE to the lowest compared entry with this formula, charge and spin, kcal per mole: 109.1
Strongest force on any atom, eV/A: 2.9
SMILES string: C=C=O.CN=O

Last column: Mulliken charge in e.
CARTESIAN COORDINATES (ANGSTROEM)
O (-2.413, 1.283, 0.718)  -0.384
O (2.064, -1.606, 0.117)  -0.319
N (1.281, -0.834, 0.667)  0.039
C (-1.949, 0.450, 0.029)  0.960
C (1.384, 0.569, 0.396)  -0.729
C (-1.545, -0.551, -0.668)  -1.155
H (-1.904, -0.792, -1.676)  0.261
H (0.973, 0.683, -0.572)  0.334
H (-1.028, -1.373, -0.210)  0.330
H (2.441, 0.952, 0.221)  0.349
H (0.698, 1.218, 0.978)  0.312


# 3
C27H40N2O9 | ωB97M-V/def2-TZVPD

Orbital gap, hartree: 0.2042
E_HOMO, eV: -7.1167
Calculated total energy, eV: -50021.768
ΔE to the lowest compared entry with this formula, charge and spin, kcal per mole: 625.6
Strongest force on any atom, eV/A: 14.2

Last column: Mulliken charge in e.
CARTESIAN COORDINATES (ANGSTROEM)
O (3.418, 4.088, -3.506)  -0.650
O (-1.964, 1.606, 3.745)  -0.540
O (0.625, 0.450, 2.467)  0.013
O (1.881, -1.078, -4.684)  -0.566
O (1.660, -1.515, 2.323)  -0.815
O (2.329, 1.714, -0.482)  -0.767
O (-1.682, -1.100, 1.482)  -0.389
O (-1.337, 3.285, -2.228)  -0.564
O (-0.631, -0.329, -0.251)  0.561
N (0.628, -0.784, 2.529)  0.628
N (-1.174, -1.227, 0.379)  -0.228
C (-2.927, -1.205, 3.994)  -1.130
C (2.888, -0.861, -2.645)  -0.661
C (-3.662, 3.533, -1.898)  -1.378
C (1.825, -1.232, -3.553)  0.271
C (-0.632, -2.678, 3.517)  -0.847
C (3.903, 3.121, -2.900)  0.542
C (-1.388, -2.663, -1.559)  -0.717
C (-1.348, -3.958, -2.200)  -0.758
C (0.350, 1.127, 0.779)  1.374
C (-2.917, -2.571, 4.342)  -0.742
C (5.437, 2.952, -2.675)  -1.150
C (-2.353, 1.379, -1.355)  -0.355
C (-1.782, -0.615, 3.405)  -0.206
C (-0.649, -1.339, 3.092)  1.269
C (-1.712, -3.317, 4.119)  -0.374
C (-1.146, -2.587, -0.154)  0.719
C (0.660, -1.877, -2.891)  -0.084
C (-2.403, 2.789, -1.905)  0.875
C (-0.298, 2.568, 2.295)  -1.208
C (-0.823, 2.065, 3.669)  1.005
C (0.194, 2.126, 4.757)  -1.438
C (-1.026, -3.778, 0.620)  -0.176
C (0.417, 0.922, -1.709)  0.281
C (1.150, 1.320, -0.452)  -0.737
C (2.982, 1.912, -2.470)  -0.385
C (-1.006, -4.978, -0.033)  -0.888
C (-1.250, -5.096, -1.399)  -0.633
H (1.067, 1.564, 4.425)  0.288
H (-1.438, -4.018, -3.275)  0.451
H (2.050, 2.093, -3.004)  0.483
H (-1.598, -4.269, 4.617)  0.476
H (0.257, -3.267, 3.347)  0.631
H (-4.023, 3.425, -2.921)  0.337
H (-1.779, 1.358, -0.428)  -0.323
H (3.370, 0.070, -2.942)  0.282
H (0.033, -1.048, -2.559)  0.063
H (-1.885, 0.580, -1.930)  0.235
H (2.591, -0.689, -1.611)  0.041
H (0.087, 3.585, 2.370)  0.603
H (3.480, 0.988, -2.761)  0.107
H (5.960, 3.893, -2.847)  0.360
H (5.500, 2.737, -1.609)  0.289
H (1.101, -2.566, -2.171)  0.449
H (0.954, 1.239, -2.603)  0.004
H (0.508, 1.919, 1.952)  0.432
H (-0.272, 0.233, 0.827)  -0.407
H (5.876, 2.158, -3.279)  0.267
H (-1.843, 0.426, 3.124)  0.043
H (2.887, 1.885, -1.384)  0.197
H (-1.228, -6.061, -1.883)  0.389
H (-1.463, -1.813, -2.221)  0.839
H (-0.884, -5.894, 0.526)  0.417
H (-3.342, 1.050, -1.035)  0.429
H (-0.616, 1.270, -1.678)  -0.218
H (0.948, 1.116, 1.691)  0.386
H (-3.824, -0.640, 4.203)  0.484
H (-1.077, 2.520, 1.535)  0.069
H (-3.737, -3.078, 4.828)  0.438
H (-4.419, 3.182, -1.196)  0.351
H (-0.107, 1.832, 5.763)  0.403
H (-0.749, -3.724, 1.662)  0.263
H (3.727, -1.557, -2.665)  0.513
H (-3.443, 4.594, -1.783)  0.388
H (0.584, 3.142, 4.809)  0.418
H (0.673, -0.136, -1.649)  -0.660
H (-0.293, 1.990, 0.948)  0.129
H (0.126, -2.260, -3.760)  0.506